No. 1
Entry from OMol25: an isolated molecule of C3H7N3S in a non-equilibrium geometry (ωB97M-V/def2-TZVPD).

Output
* 2S+1: 1
* total charge: 0
* E_LUMO: 0.0163 Eh
* E: -18528.503 eV
* highest occupied orbital energy: -8.52 eV
* SMILES: NC/C=N\NC=S

Positions of all 14 atoms, in Å:
N: 3.651 -0.529 -0.068
C: -1.811 0.517 -0.059
H: -1.913 1.618 -0.068
H: 2.448 1.581 0.060
H: 1.975 -0.966 1.133
H: 1.669 -1.272 -0.587
H: 4.151 -1.398 0.118
N: -0.538 0.203 0.028
C: 1.632 0.810 0.067
C: 2.208 -0.595 0.128
H: -0.241 -0.780 0.152
N: 0.423 1.193 0.004
S: -3.051 -0.550 -0.019
H: 3.796 -0.438 -1.070

No. 2
Entry from OMol25: a structure of composition C43H41As2Cl2N3OPS2Ti (ωB97M-V/def2-TZVPD).

Output
* 2S+1: 1
* total charge: +1
* E_LUMO: -0.0888 Eh
* E: -252567.542 eV
* highest occupied orbital energy: -9.99 eV

Positions of all 96 atoms, in Å:
H: -2.914 2.564 2.483
H: 3.351 1.211 -2.888
H: -0.590 -5.019 -1.073
C: 3.937 -2.207 -0.038
N: -1.428 -1.201 -1.211
C: -4.274 -2.830 -3.891
C: -1.832 4.680 0.670
C: -0.500 3.336 2.169
O: -0.005 -1.582 2.495
H: 0.463 3.824 -1.422
C: 3.810 1.100 0.465
H: -2.617 -3.906 -4.730
H: 3.442 -2.734 -4.997
Ti: -1.098 -0.735 0.398
H: 5.472 -3.507 0.687
C: -0.315 -4.273 -0.329
H: -1.344 6.294 3.606
C: 3.747 1.448 -1.908
N: -1.858 -2.809 0.979
As: -1.011 2.075 -0.392
C: -3.690 -1.370 -2.089
C: 2.768 -2.008 -4.564
H: 0.536 -4.659 0.237
H: -3.404 1.986 0.876
C: -3.147 -4.161 2.325
S: -4.662 0.104 3.690
C: -1.285 5.516 2.856
C: -3.321 -1.653 2.517
As: 0.436 1.650 2.532
C: 2.423 -3.151 2.100
H: -2.019 3.591 -2.184
H: -2.291 1.868 -2.524
H: 3.461 0.578 1.349
C: -3.621 0.541 2.404
C: -0.580 4.350 3.118
C: 3.700 -3.636 1.892
H: 6.047 3.469 -0.454
H: -5.672 -1.577 -2.844
C: 1.018 -0.187 -3.444
H: 4.123 -4.366 2.570
H: 1.825 -3.473 2.944
C: 3.266 0.787 -0.780
C: -1.442 -3.990 0.599
C: 2.769 -1.805 -3.191
C: -2.295 2.632 -1.747
N: -2.944 -0.468 1.900
H: -4.619 2.386 2.086
C: -1.911 5.681 1.628
H: 0.881 2.235 -2.104
H: -3.877 -4.479 3.049
H: 1.936 3.094 4.028
S: -2.250 -5.276 1.399
H: 1.925 -1.438 -6.452
C: -0.370 1.194 4.254
H: 0.205 0.374 4.683
C: 4.458 -3.156 0.827
Cl: -4.236 -0.197 -0.930
C: 1.888 -2.223 1.208
P: 1.858 -0.401 -0.855
H: -5.009 -3.254 -4.559
C: 0.621 2.770 -1.194
C: -4.211 -1.527 3.526
C: 0.531 -1.675 1.397
C: 1.033 -0.370 -4.819
C: -4.645 -1.901 -2.937
H: -1.391 0.843 4.102
C: 2.112 2.395 3.212
C: -3.631 1.952 1.938
C: 2.626 -1.760 0.118
C: 4.805 2.058 0.583
H: -2.327 4.823 -0.282
C: -2.327 -1.725 -2.116
H: -0.092 4.231 4.079
C: -2.804 -2.900 1.975
H: -3.300 2.688 -1.333
H: -2.460 6.588 1.415
H: 2.632 2.900 2.402
C: -2.943 -3.196 -3.982
C: 5.271 2.720 -0.545
H: 2.732 1.574 3.574
C: -1.133 3.506 0.932
H: 4.566 -1.787 -0.812
H: -4.630 -2.302 4.144
H: 0.343 0.181 -5.446
H: -0.374 2.037 4.943
H: 5.112 2.909 -2.675
H: 5.222 2.285 1.556
H: 1.437 2.678 -0.480
Cl: -0.362 -3.156 -3.379
C: -1.999 -2.654 -3.126
C: 1.902 -0.878 -2.618
H: 3.443 -2.382 -2.575
H: 0.282 0.472 -2.999
C: 1.913 -1.281 -5.381
C: 4.743 2.408 -1.789
H: -0.013 -3.359 -0.832